Record 1
{
  "formula": "C32H27CrN6O9S2",
  "method": "ωB97M-V/def2-TZVPD",
  "species": ["Cr", "O", "C", "O", "C", "C", "C", "N", "C", "C", "C", "C", "C", "C", "C", "N", "C", "C", "C", "C", "C", "N", "H", "H", "H", "H", "H", "H", "H", "H", "H", "H", "N", "N", "C", "N", "S", "H", "H", "H", "H", "H", "C", "C", "C", "C", "C", "C", "C", "S", "O", "O", "O", "H", "H", "H", "H", "H", "H", "H", "O", "C", "O", "C", "C", "C", "C", "O", "C", "O", "C", "C", "H", "H", "H", "H", "H"],
  "coordinates": [[0.25443, -0.59894, 0.66220], [5.90509, 2.44233, 2.60000], [5.15097, 1.94048, 3.42262], [5.09234, 1.93743, 4.64405], [3.97902, 1.10539, 2.74395], [3.03684, 0.43003, 3.50620], [2.01088, -0.24424, 2.85525], [1.89325, -0.21035, 1.51273], [2.83396, 0.40494, 0.76637], [3.90358, 1.05948, 1.36038], [2.54773, 0.35038, -0.65313], [3.34147, 0.92041, -1.64945], [2.96599, 0.76331, -2.96833], [1.82055, 0.02727, -3.25862], [1.05776, -0.45954, -2.21573], [1.39380, -0.27924, -0.94787], [0.94623, -1.02730, 3.44731], [0.96282, -1.54559, 4.74051], [-0.04343, -2.40744, 5.12736], [-1.03166, -2.73633, 4.20310], [-1.00125, -2.15804, 2.95054], [-0.05001, -1.30606, 2.57515], [3.09633, 0.46161, 4.58234], [4.67027, 1.55793, 0.78861], [4.22092, 1.48327, -1.38137], [3.55220, 1.19979, -3.76177], [1.51279, -0.14612, -4.27626], [0.13156, -0.99138, -2.38443], [1.77202, -1.29592, 5.40607], [-0.05093, -2.83583, 6.11694], [-1.81180, -3.43572, 4.45112], [-1.75455, -2.38434, 2.20804], [-0.43777, 1.63840, 3.59851], [-1.72456, 1.39729, 4.11691], [-2.70653, 0.77008, 3.45232], [-3.80744, 0.42232, 4.17699], [-2.63837, 0.39155, 1.82746], [-0.26125, 2.64517, 3.60916], [-0.42812, 1.34286, 2.61481], [-1.75820, 1.44311, 5.12650], [-4.02534, 0.92517, 5.02329], [-4.59562, 0.14692, 3.61399], [-3.81810, -4.67744, -4.80825], [-2.77812, -4.35202, -3.77871], [-1.43200, -4.61056, -4.01819], [-0.47433, -4.32557, -3.05809], [-0.86619, -3.77973, -1.85296], [-2.19538, -3.51092, -1.59579], [-3.14774, -3.79537, -2.55849], [0.33217, -3.45927, -0.57017], [1.56644, -2.99333, -1.15821], [0.41794, -4.62742, 0.26514], [-0.31864, -2.32819, 0.19881], [-3.40101, -4.64751, -5.81200], [-4.64673, -3.97511, -4.75480], [-4.21257, -5.67955, -4.63466], [-1.13817, -5.03752, -4.96607], [0.57436, -4.51092, -3.22711], [-2.46684, -3.06617, -0.65156], [-4.18815, -3.58072, -2.36276], [-1.14434, 0.60336, -0.81028], [-0.49943, 1.57385, -0.37428], [0.17750, 1.44761, 0.69769], [-0.39577, 2.86080, -1.09987], [0.67659, 3.69614, -0.79861], [0.88136, 4.88918, -1.48081], [-0.03194, 5.20962, -2.45842], [-0.06952, 6.30836, -3.26331], [-1.20834, 6.15221, -4.08490], [-1.84671, 4.93272, -3.77119], [-1.11115, 4.36979, -2.76438], [-1.31217, 3.18213, -2.11008], [1.36526, 3.39607, -0.02215], [1.71670, 5.53291, -1.26071], [-0.89842, 6.14798, -5.14134], [-1.90152, 6.98972, -3.91027], [-2.13098, 2.52031, -2.33707]],
  "forces_ev_per_angstrom": [[-1.830, 1.093, -0.553], [0.701, 0.498, -0.626], [-0.936, -0.726, -0.481], [-0.008, 0.052, 1.072], [0.471, 0.233, 0.255], [-0.490, -0.352, -0.404], [0.635, 0.641, -0.381], [2.157, 0.050, 0.780], [0.305, 0.342, 0.888], [-0.615, -0.408, -0.247], [0.029, 0.193, -1.054], [-0.177, -0.201, 0.447], [-0.380, -0.286, 0.012], [0.229, 0.173, 0.078], [-0.281, -0.079, -0.427], [1.089, 0.368, -0.469], [-0.780, -0.632, 0.448], [0.075, 0.235, -0.362], [-0.247, 0.016, -0.424], [0.176, 0.112, 0.261], [-0.308, -0.147, -0.082], [0.397, -0.151, 1.167], [0.137, 0.051, 0.114], [0.099, 0.093, 0.018], [0.096, -0.021, 0.036], [0.077, 0.027, -0.062], [-0.074, -0.019, -0.081], [0.010, 0.052, -0.076], [0.117, 0.047, 0.053], [0.019, -0.054, 0.102], [-0.117, -0.062, -0.010], [0.052, 0.021, 0.079], [0.207, 0.134, -0.135], [-0.245, -0.051, 0.259], [0.113, 0.132, -0.138], [0.044, 0.112, 0.257], [-0.173, 0.101, -0.236], [-0.223, -0.251, -0.125], [-0.232, 0.243, 0.287], [-0.006, -0.139, -0.146], [0.005, 0.006, 0.031], [0.044, -0.014, 0.041], [0.005, -0.039, 0.024], [0.031, 0.050, 0.009], [-0.031, 0.041, 0.116], [0.166, -0.047, -0.081], [0.300, 0.263, 0.466], [-0.243, 0.058, 0.034], [0.129, -0.036, 0.015], [0.675, -0.957, -0.149], [-0.262, -0.315, -0.204], [-0.214, 0.222, -0.150], [-0.341, -0.137, -0.185], [-0.002, -0.020, -0.071], [-0.079, 0.010, -0.030], [-0.057, -0.029, -0.052], [0.075, -0.029, -0.082], [0.136, -0.067, -0.128], [-0.143, 0.042, 0.052], [-0.103, 0.037, 0.018], [-0.124, -0.373, -0.027], [-0.564, 0.384, -0.368], [0.490, -0.525, 0.636], [0.239, 0.107, 0.080], [-0.187, -0.228, 0.050], [-0.104, 0.279, -0.304], [-0.368, -0.489, 0.038], [0.330, -0.158, 0.363], [-0.414, 0.807, -0.879], [-0.072, -0.367, 0.185], [0.474, 0.164, 0.263], [0.007, 0.188, -0.098], [0.006, 0.006, 0.038], [0.089, 0.090, 0.033], [-0.038, -0.067, 0.255], [0.144, -0.218, 0.029], [-0.110, -0.081, -0.063]],
  "e_lumo_ev": [-0.975, -1.404],
  "e_above_lowest_kj_mol": 211.0,
  "spin_multiplicity": 4,
  "energy_ha": -4082.2931,
  "homo_lumo_gap_ev": [7.08, 6.64],
  "charge": 0
}


Record 2
{
  "formula": "C32H27INO16",
  "method": "ωB97M-V/def2-TZVPD",
  "species": ["I", "C", "C", "C", "C", "C", "C", "C", "N", "C", "H", "H", "H", "H", "H", "H", "H", "H", "H", "H", "H", "C", "C", "C", "O", "C", "C", "C", "O", "O", "O", "H", "H", "H", "H", "C", "C", "C", "O", "C", "C", "C", "O", "O", "O", "H", "H", "H", "H", "C", "C", "C", "O", "C", "C", "C", "O", "O", "O", "H", "H", "H", "H", "C", "C", "C", "O", "C", "C", "C", "O", "O", "O", "H", "H", "H", "H"],
  "coordinates": [[6.47053, 3.06380, 1.41612], [6.08637, 3.76520, -0.56342], [6.41947, 5.24079, -0.74996], [5.27468, 6.19162, -0.37266], [3.91988, 5.74099, -0.85206], [3.63957, 5.54766, -2.20126], [2.38909, 5.10265, -2.58768], [1.43369, 4.84418, -1.62603], [1.72414, 5.05725, -0.33808], [2.92463, 5.49007, 0.07627], [6.70067, 3.18097, -1.23496], [5.05847, 3.50753, -0.78702], [6.71330, 5.41491, -1.78118], [7.24520, 5.47878, -0.09120], [5.47582, 7.15307, -0.84089], [5.22027, 6.37300, 0.69598], [4.40623, 5.73652, -2.93454], [2.18050, 4.93813, -3.62892], [0.44901, 4.46907, -1.85542], [1.01658, 4.86093, 0.35705], [3.12105, 5.63118, 1.12383], [-0.49813, 1.52956, -2.95436], [-0.86313, 0.23647, -3.01034], [-2.31213, -0.17298, -3.05324], [-2.53010, -1.36283, -3.12679], [-3.32891, 0.86213, -2.99666], [-2.95867, 2.14793, -2.93657], [-1.51147, 2.55673, -2.92427], [-1.26014, 3.75718, -2.87996], [-3.83175, 3.14714, -2.88510], [-0.00258, -0.75789, -3.02449], [0.53891, 1.83436, -2.92731], [-4.36528, 0.55572, -3.00772], [-3.31417, 3.97186, -2.85684], [-0.52580, -1.58974, -3.04355], [4.07066, -0.30327, 2.24750], [4.70378, -1.34211, 1.68711], [4.61220, -2.73090, 2.26094], [5.20312, -3.61817, 1.67751], [3.83078, -2.92771, 3.46967], [3.20052, -1.88647, 4.03089], [3.27238, -0.50370, 3.44274], [2.65596, 0.38675, 3.99992], [2.47134, -1.99135, 5.13392], [5.45014, -1.23528, 0.59618], [4.12836, 0.69736, 1.84413], [3.78369, -3.92540, 3.88236], [2.12875, -1.09764, 5.32316], [5.78490, -2.13482, 0.41022], [-1.17284, -5.15073, -0.16931], [-1.73862, -6.19045, 0.45997], [-3.14702, -6.63305, 0.15900], [-3.57513, -7.59412, 0.76884], [-3.90774, -5.88926, -0.82695], [-3.34057, -4.85092, -1.45160], [-1.93155, -4.42589, -1.16565], [-1.51368, -3.46677, -1.79395], [-3.97652, -4.11503, -2.35875], [-1.11535, -6.90277, 1.38551], [-0.16422, -4.82328, 0.03945], [-4.92379, -6.20141, -1.02213], [-3.34186, -3.43547, -2.66269], [-1.74890, -7.59045, 1.67007], [-5.64344, -3.02134, 2.51800], [-6.56660, -2.18693, 3.01923], [-6.75899, -0.79491, 2.47655], [-7.62729, -0.10751, 2.97474], [-5.89599, -0.34974, 1.39240], [-4.97582, -1.18439, 0.89718], [-4.80052, -2.58078, 1.42645], [-3.94419, -3.26875, 0.89897], [-4.14854, -0.85604, -0.09424], [-7.37180, -2.51607, 4.01614], [-5.49780, -4.02268, 2.89812], [-6.03288, 0.65520, 1.01884], [-3.59980, -1.64846, -0.25642], [-7.94090, -1.73923, 4.17922]],
  "forces_ev_per_angstrom": [[-0.165, 0.073, -0.037], [0.322, -0.036, -0.277], [-0.630, -0.220, 0.556], [-0.225, 0.186, -0.341], [0.211, 0.102, 0.489], [-0.277, -0.059, 0.300], [0.107, -0.061, 0.071], [-0.041, 0.030, -0.218], [0.167, -0.011, 0.160], [0.534, 0.097, -0.650], [0.198, -0.271, 0.121], [-0.153, 0.035, 0.031], [0.105, 0.008, -0.139], [0.398, 0.179, -0.224], [0.066, 0.208, 0.068], [0.134, -0.112, 0.196], [0.103, 0.042, -0.169], [-0.265, -0.065, -0.148], [-0.214, -0.020, -0.129], [-0.094, -0.010, 0.033], [-0.314, -0.094, 0.274], [-0.009, 0.310, 0.039], [0.419, 0.005, 0.038], [-0.397, 0.262, 0.034], [-0.172, -0.043, -0.157], [-0.010, -0.197, -0.007], [-0.251, -0.097, -0.046], [0.335, -0.272, -0.046], [-0.093, 0.092, 0.140], [0.182, 0.035, 0.017], [-0.227, -0.008, -0.026], [0.022, -0.060, -0.039], [-0.003, 0.029, 0.014], [-0.016, 0.041, -0.027], [0.033, -0.063, 0.094], [-0.130, 0.134, 0.067], [0.023, 0.288, -0.101], [-0.175, -0.223, 0.354], [0.100, 0.093, -0.166], [0.080, -0.094, -0.104], [0.022, -0.289, 0.095], [0.182, 0.162, -0.294], [-0.097, -0.063, 0.135], [-0.005, 0.157, -0.071], [-0.028, -0.136, 0.045], [0.043, 0.006, -0.020], [-0.020, 0.006, 0.019], [-0.018, 0.022, 0.023], [0.014, -0.046, -0.005], [0.086, 0.195, -0.157], [0.271, 0.093, 0.064], [-0.377, 0.137, -0.245], [0.158, -0.047, 0.154], [-0.009, -0.233, 0.011], [-0.420, -0.196, -0.144], [0.184, -0.111, 0.320], [0.240, 0.059, 0.002], [0.210, 0.044, 0.094], [-0.146, -0.030, -0.041], [0.010, -0.038, 0.017], [-0.002, 0.016, -0.018], [-0.031, 0.055, -0.022], [-0.030, -0.040, 0.008], [0.149, -0.095, -0.089], [0.061, -0.281, 0.078], [0.156, 0.236, -0.280], [-0.069, -0.095, 0.151], [-0.100, 0.098, 0.069], [-0.061, 0.290, -0.125], [-0.165, -0.173, 0.236], [0.184, 0.070, -0.030], [0.021, -0.109, 0.065], [-0.022, 0.163, -0.062], [-0.034, 0.000, 0.014], [-0.004, -0.005, -0.018], [0.008, -0.067, -0.037], [-0.037, 0.013, 0.013]],
  "e_lumo_ev": -4.301,
  "energy_ha": -2791.6624,
  "homo_lumo_gap_ev": 6.55,
  "charge": 1
}


Record 3
{
  "formula": "C32H27N2O5",
  "method": "ωB97M-V/def2-TZVPD",
  "species": ["N", "N", "C", "C", "O", "C", "C", "H", "H", "H", "H", "H", "H", "H", "H", "H", "H", "H", "C", "C", "C", "C", "C", "C", "C", "O", "C", "C", "C", "C", "C", "C", "C", "O", "H", "H", "H", "H", "H", "H", "H", "H", "C", "C", "C", "C", "C", "C", "C", "O", "C", "C", "C", "C", "C", "C", "C", "O", "H", "H", "H", "H", "H", "H", "H", "H"],
  "coordinates": [[1.13435, 6.36928, -3.90786], [-0.06478, 5.90561, -3.26110], [-1.23907, 6.75312, -3.63548], [-1.47209, 6.71016, -5.14220], [-1.25802, 5.46325, -5.76352], [-0.51826, 4.40980, -5.17762], [-0.36262, 4.49357, -3.67332], [1.92964, 5.96687, -3.41983], [1.16730, 7.38090, -3.81738], [0.04244, 5.92538, -2.24410], [-2.07831, 6.34185, -3.07597], [-1.04726, 7.77004, -3.29491], [-0.85558, 7.46032, -5.64434], [-2.51746, 6.97816, -5.30220], [-1.05444, 3.48369, -5.38791], [0.45873, 4.36210, -5.66234], [0.45940, 3.86712, -3.32983], [-1.27004, 4.22326, -3.13316], [2.82853, -2.02505, 2.55335], [3.08648, -0.82214, 3.19997], [3.15360, 0.35799, 2.47650], [2.95812, 0.33981, 1.10019], [2.69807, -0.87032, 0.44992], [2.64295, -2.04979, 1.18087], [2.43904, -0.93075, -1.01252], [2.13443, -1.96063, -1.57201], [2.55915, 0.34907, -1.78459], [2.36980, 0.32449, -3.16387], [2.46494, 1.49563, -3.89544], [2.76492, 2.69172, -3.24644], [2.95498, 2.72130, -1.87681], [2.84214, 1.54767, -1.13832], [3.01630, 1.61846, 0.34895], [3.19360, 2.68765, 0.89144], [2.76934, -2.94421, 3.12113], [3.23374, -0.80613, 4.27167], [3.35192, 1.30637, 2.95707], [2.43798, -2.97305, 0.65765], [2.14991, -0.62520, -3.63316], [2.31911, 1.47725, -4.96794], [2.86895, 3.60195, -3.82917], [3.19867, 3.63132, -1.34230], [-4.14242, -6.49031, 6.23616], [-4.52321, -5.18135, 6.51127], [-4.09453, -4.14690, 5.69734], [-3.27978, -4.41612, 4.60278], [-2.89711, -5.72969, 4.32721], [-3.33219, -6.76474, 5.14764], [-2.02151, -6.05663, 3.16509], [-1.69553, -7.19594, 2.91659], [-1.55658, -4.91810, 2.31559], [-0.72238, -5.18605, 1.23416], [-0.27683, -4.14987, 0.43176], [-0.66599, -2.84235, 0.70588], [-1.49686, -2.56992, 1.77725], [-1.94494, -3.60778, 2.58807], [-2.83660, -3.28345, 3.74207], [-3.17994, -2.14229, 3.96450], [-4.48041, -7.29659, 6.87377], [-5.15647, -4.97095, 7.36313], [-4.37767, -3.12027, 5.88626], [-3.02120, -7.77299, 4.90984], [-0.44208, -6.21404, 1.04713], [0.37495, -4.35210, -0.40923], [-0.30809, -2.03632, 0.07724], [-1.81323, -1.56313, 2.01545]],
  "forces_ev_per_angstrom": [[-0.113, 0.043, 0.035], [0.211, 0.017, 0.029], [-0.060, -0.088, -0.054], [0.310, 0.058, -0.042], [-0.626, -0.282, 0.113], [0.155, 0.246, -0.070], [-0.006, -0.027, 0.112], [0.007, -0.007, -0.041], [0.073, -0.022, 0.043], [-0.100, 0.025, -0.005], [0.015, 0.013, -0.005], [-0.051, 0.008, -0.017], [0.054, -0.009, 0.078], [0.035, 0.056, -0.064], [0.060, -0.008, -0.074], [0.039, -0.001, 0.097], [-0.026, -0.069, -0.018], [-0.001, -0.013, -0.038], [0.026, -0.004, -0.032], [-0.001, 0.042, 0.003], [-0.008, -0.009, -0.025], [-0.016, 0.035, 0.061], [-0.030, -0.061, -0.006], [-0.035, -0.022, 0.041], [0.071, 0.108, -0.011], [-0.035, -0.006, 0.007], [-0.045, -0.071, -0.004], [-0.029, 0.008, 0.026], [-0.013, -0.052, 0.049], [0.023, 0.088, -0.084], [-0.060, 0.000, 0.037], [-0.018, 0.075, 0.037], [0.042, -0.072, -0.107], [-0.027, 0.010, 0.024], [0.012, 0.003, -0.004], [-0.002, 0.003, -0.004], [0.003, -0.018, 0.023], [0.008, -0.015, 0.023], [0.001, 0.019, -0.025], [0.035, 0.000, -0.002], [0.075, -0.033, -0.031], [0.022, 0.010, -0.036], [0.015, -0.023, -0.018], [-0.001, 0.032, -0.003], [0.012, -0.007, -0.025], [-0.034, 0.046, 0.020], [0.014, -0.058, 0.007], [0.007, 0.021, -0.018], [-0.022, 0.102, 0.002], [0.010, -0.015, 0.005], [0.012, -0.058, -0.012], [-0.015, 0.010, 0.022], [-0.007, -0.045, 0.009], [0.022, 0.062, -0.027], [-0.001, -0.022, 0.030], [-0.004, 0.058, 0.010], [0.042, -0.092, -0.033], [-0.002, 0.016, 0.013], [0.002, 0.003, -0.002], [0.001, 0.000, -0.004], [-0.012, -0.013, 0.023], [-0.016, -0.005, 0.024], [0.016, 0.014, -0.022], [-0.012, 0.006, -0.002], [-0.015, -0.012, -0.013], [0.013, 0.005, -0.028]],
  "e_lumo_ev": -3.393,
  "energy_ha": -1721.0786,
  "homo_lumo_gap_ev": 7.63,
  "charge": 1
}